1.
This record from OMol25 describes a cluster of 5 separate species, C24H42Br2N5O2 in total in a non-equilibrium geometry. The level of theory is wB97M-V/def2-TZVPD.

Computed properties:
E_HOMO: -4.7964 eV
Gap between HOMO and LUMO: 6.85 eV
Total charge: -1
Multiplicity: 1

Last column: Mulliken charge in e.
Geometry (Å):
1 C 1.0868 -2.9472 -1.6174  -1.09
2 C 0.3345 -1.5608 -1.3912  -0.37
3 C 0.0440 -1.3538 0.1653  -0.21
4 Br -1.9194 -1.6355 0.4283  -0.21
5 N 0.4997 -0.0145 0.4969  -0.10
6 C 0.7641 0.1598 1.9333  0.03
7 C 1.2364 1.6724 2.1420  -0.03
8 O 1.7451 2.2069 1.1524  -0.69
9 O 1.1161 2.2617 3.2619  -0.80
10 C 1.9151 -0.7383 2.5075  -0.77
11 Br 1.0833 -2.2678 3.4772  -0.21
12 C 3.0306 -1.1365 1.4709  0.11
13 C 3.7045 -2.4975 1.8909  -1.36
14 H 1.7086 -2.9019 -2.5452  0.33
15 H 0.3793 -3.8042 -1.6452  0.25
16 H 1.8253 -3.0342 -0.7769  0.31
17 H 1.0883 -0.7820 -1.6702  0.25
18 H -0.5793 -1.4703 -2.0172  0.29
19 H 0.5994 -2.1693 0.6723  0.22
20 H -0.2862 0.5964 0.2630  0.37
21 H -0.1365 0.0114 2.5826  0.53
22 H 2.4211 -0.1272 3.2951  0.68
23 H 3.8028 -0.3295 1.5011  0.41
24 H 2.6840 -1.2121 0.4195  0.04
25 H 4.6912 -2.6530 1.3810  0.37
26 H 3.9315 -2.4997 2.9838  0.36
27 H 3.0367 -3.3477 1.6111  0.29
28 C -0.6575 -0.8844 -7.5542  -1.11
29 C -0.4959 -2.2415 -6.8796  -0.67
30 C -0.2294 -2.1366 -5.3774  0.41
31 C 1.0696 -1.5260 -5.0915  0.15
32 N 2.0873 -1.0476 -4.8674  -0.53
33 H 0.2628 -0.2990 -7.4986  0.33
34 H -0.9048 -1.0158 -8.6099  0.34
35 H -1.4596 -0.3103 -7.0884  0.25
36 H 0.3110 -2.7943 -7.3690  0.39
37 H -1.4130 -2.8167 -7.0299  0.34
38 H -0.2533 -3.1391 -4.9411  0.38
39 H -1.0316 -1.5621 -4.8969  -0.13
40 C -0.6809 -0.5063 7.9327  -1.12
41 C 0.7316 -0.8712 8.3745  -0.51
42 C 1.4681 -1.7485 7.3602  0.06
43 C 0.8664 -3.0772 7.2335  0.23
44 N 0.3942 -4.1172 7.1368  -0.48
45 H -1.3152 -1.3915 7.8522  0.35
46 H -1.1401 0.1669 8.6592  0.33
47 H -0.6701 -0.0013 6.9646  0.30
48 H 0.6891 -1.3710 9.3463  0.30
49 H 1.3014 0.0505 8.5149  0.32
50 H 2.5075 -1.8619 7.6778  0.27
51 H 1.4880 -1.2565 6.3847  -0.04
52 C -4.5360 0.0771 -1.7373  -0.94
53 C -5.5085 -0.5187 -2.7487  -0.51
54 C -4.9765 -1.7805 -3.4328  -0.37
55 C -3.8371 -1.4884 -4.3071  0.11
56 N -2.9716 -1.2319 -5.0142  -0.43
57 H -3.6163 0.4168 -2.2174  0.34
58 H -4.9894 0.9373 -1.2424  0.34
59 H -4.2740 -0.6531 -0.9700  0.11
60 H -5.7604 0.2323 -3.5021  0.33
61 H -6.4345 -0.7675 -2.2241  0.31
62 H -5.7725 -2.2216 -4.0377  0.30
63 H -4.6991 -2.5267 -2.6848  0.25
64 C 1.0675 5.0427 0.0582  -1.05
65 C 1.5990 6.0615 -0.9442  -0.42
66 C 1.6393 7.4889 -0.3905  -0.43
67 C 0.3021 8.0296 -0.1385  0.28
68 N -0.7447 8.4529 0.0591  -0.45
69 H 0.0254 5.2438 0.3179  0.32
70 H 1.1169 4.0396 -0.3626  0.29
71 H 1.6573 5.0492 0.9755  0.32
72 H 0.9909 6.0272 -1.8528  0.30
73 H 2.6137 5.7711 -1.2288  0.30
74 H 2.1477 8.1359 -1.1105  0.28
75 H 2.2281 7.5159 0.5292  0.28

Cartesian forces (eV/Å) of the 2 atoms listed first:
C -0.04 1.01 0.12
C 0.90 -0.78 0.25

2.
This record from OMol25 describes a structure of composition C24H42BrF11KNNaO5P2SSi in a non-equilibrium geometry. The level of theory is wB97M-V/def2-TZVPD.

Computed properties:
E_HOMO: -9.6425 eV
Gap between HOMO and LUMO: 6.62 eV
Total charge: +1
Multiplicity: 1

Last column: Mulliken charge in e.
Geometry (Å):
1 C 1.1124 4.8181 3.1729  -1.04
2 C 0.9124 3.8963 1.7924  0.12
3 P -0.3161 2.4819 2.3316  -0.16
4 C -2.0377 3.2354 2.0173  -0.30
5 P 0.1422 0.7686 1.0861  0.61
6 C 1.7545 1.0365 0.0247  0.44
7 C 2.4486 -0.4240 -0.3944  -0.81
8 C 3.7775 -0.2290 -1.3789  -0.01
9 C 3.3317 0.4387 -2.8194  0.20
10 C 4.0028 1.9278 -3.0875  -0.36
11 C 2.8971 2.8438 -3.9393  -0.52
12 O 2.6206 4.1445 -3.3100  -0.48
13 C 1.4309 4.1091 -2.4456  -0.79
14 Si -1.4638 0.0155 -0.1845  0.49
15 C -0.8386 -0.6482 -1.9251  -0.23
16 C -2.1820 -1.5790 0.7098  -0.77
17 C -2.8892 1.2396 -0.5771  -0.31
18 H 1.6112 4.1491 4.0269  0.32
19 H 1.9046 5.6678 2.9453  0.34
20 H 0.0908 5.2849 3.5409  0.29
21 H 0.4832 4.5300 0.8953  -0.26
22 H 1.9799 3.4955 1.5307  0.25
23 H -2.1851 3.5177 0.8675  0.06
24 H -2.1127 4.2808 2.5893  0.34
25 H -2.9417 2.5522 2.3083  -0.10
26 H 0.4989 -0.3267 1.9999  0.21
27 H 2.5295 1.5188 0.7940  0.33
28 H 1.5839 1.7448 -0.8904  -0.64
29 H 2.8091 -0.9269 0.6248  0.43
30 H 1.6885 -1.1751 -0.8706  0.16
31 H 4.3352 -1.2589 -1.4810  0.42
32 H 4.4731 0.5401 -0.8054  -0.38
33 H 3.4914 -0.2771 -3.7353  0.37
34 H 2.1557 0.6232 -2.7438  -0.48
35 H 5.0261 1.8685 -3.6962  0.33
36 H 4.2211 2.4196 -2.0464  0.17
37 H 1.9315 2.2303 -4.2088  0.31
38 H 3.4335 3.0698 -4.9778  0.28
39 H 1.8120 4.0684 -1.3285  0.13
40 H 0.7649 3.1442 -2.6071  0.13
41 H 0.7527 5.0793 -2.5249  0.60
42 H -1.6110 -0.3330 -2.7764  0.32
43 H -0.7188 -1.8162 -1.9418  0.10
44 H 0.1579 -0.0735 -2.1638  -0.26
45 H -2.0097 -2.5194 0.0079  -0.11
46 H -1.6629 -1.7317 1.7727  0.32
47 H -3.3363 -1.4252 0.8758  0.30
48 H -3.5240 1.3553 0.4273  -0.13
49 H -3.6602 0.7664 -1.3563  0.32
50 H -2.5184 2.2984 -0.9307  0.06
51 C -2.0054 -7.8949 -1.8566  -0.68
52 C -3.0633 -6.9409 -2.4322  0.85
53 C -2.5197 -5.6047 -2.9248  0.10
54 F -1.9448 -4.8888 -1.9310  -0.21
55 F -3.5237 -4.8312 -3.4177  -0.28
56 F -4.0534 -6.7655 -1.5164  -0.27
57 F -3.6501 -7.5793 -3.4934  -0.33
58 O -1.8904 -7.9148 -0.4318  -0.40
59 C -1.0404 -6.9152 0.1274  0.72
60 C -1.7917 -5.9432 1.0485  0.22
61 F -2.7720 -5.2841 0.3793  -0.20
62 F -0.9562 -4.9950 1.5465  -0.25
63 F -0.3714 -6.2860 -0.8681  -0.25
64 F -0.0990 -7.5894 0.8417  -0.30
65 H -2.3313 -8.9106 -2.1146  0.42
66 H -1.0310 -7.7891 -2.3478  0.34
67 H -1.7864 -5.7427 -3.7240  0.27
68 H -2.2524 -6.4739 1.8857  0.25
69 C 8.7229 1.5634 1.2173  0.64
70 F 8.6457 2.9314 1.2857  -0.20
71 F 9.9375 1.2877 0.6421  -0.21
72 F 8.8191 1.1306 2.5155  -0.27
73 S 7.2885 0.7973 0.2967  1.07
74 O 7.3398 1.3680 -1.0564  -0.61
75 O 6.0862 1.1920 1.0436  -0.59
76 O 7.5332 -0.6512 0.3214  -0.79
77 Na 7.4466 -0.9608 2.1885  0.98
78 Br -1.2534 3.1457 -1.1622  -0.62
79 K 0.2466 6.2188 -1.4429  1.00
80 N -7.6348 1.8409 2.6737  -0.55
81 C -7.6945 2.3195 3.9357  -0.27
82 C -6.6216 2.3164 4.8126  -0.28
83 C -5.4131 1.7871 4.3722  -0.45
84 C -5.3208 1.2848 3.0782  -0.23
85 C -6.4479 1.3350 2.2738  -0.30
86 H -8.6596 2.7189 4.2336  0.35
87 H -6.7257 2.7166 5.8147  0.36
88 H -4.5503 1.7663 5.0315  0.39
89 H -4.3935 0.8651 2.7051  0.60
90 H -6.4254 0.9588 1.2549  0.40

Cartesian forces (eV/Å) of the 2 atoms listed first:
C 0.61 -0.15 -0.21
C 0.47 0.86 0.69

3.
This record from OMol25 describes a structure of composition C24H42Cl2CoGeNO2SSi4 in a non-equilibrium geometry. The level of theory is wB97M-V/def2-TZVPD.

Computed properties:
E_HOMO (spin up / spin down): -10.8493 / -10.9813 eV
Gap between HOMO and LUMO (spin up / spin down): 6.30 / 5.63 eV
Total charge: +1
Multiplicity: 2
Relative energy (zero: lowest compared OMol25 entry of this formula, charge and spin): 0.0 kcal/mol

Last column: Mulliken charge in e.
Geometry (Å):
1 Co -0.3330 0.7363 -0.1238  -0.81
2 C 4.4436 5.6862 -0.6819  -1.11
3 Si 2.6694 5.0954 -0.6518  0.27
4 C 1.7689 5.8013 0.8280  -1.01
5 C 1.8076 5.5257 -2.2558  -1.03
6 C 2.7181 3.1992 -0.4719  0.22
7 C 3.9110 2.4889 -0.3536  0.21
8 C 3.9367 1.1036 -0.2132  -1.57
9 C 2.7397 0.4218 -0.1854  -0.48
10 N 1.5844 1.0763 -0.2933  0.38
11 C 1.5682 2.4129 -0.4390  0.51
12 S -0.1133 2.8985 -0.5660  -0.55
13 H 4.4580 6.7708 -0.8082  0.32
14 H 5.0094 5.2575 -1.5116  0.33
15 H 4.9718 5.4618 0.2469  0.32
16 H 1.7240 6.8899 0.7550  0.35
17 H 2.2864 5.5505 1.7562  0.34
18 H 0.7459 5.4287 0.8979  0.30
19 H 1.8454 6.6049 -2.4193  0.36
20 H 0.7593 5.2251 -2.2544  0.33
21 H 2.2955 5.0439 -3.1055  0.34
22 H 4.8520 3.0258 -0.3754  0.44
23 H 4.8694 0.5643 -0.1315  0.48
24 H 2.6747 -0.6503 -0.0897  0.65
25 Cl -5.7578 2.4278 4.0536  -0.19
26 C -4.6528 1.9067 2.8385  0.07
27 C -5.1149 1.7638 1.5170  -0.50
28 C -4.2819 1.3419 0.5153  0.53
29 Cl -4.8677 1.2231 -1.0970  -0.16
30 C -2.9196 1.0404 0.7733  -0.01
31 O -2.1630 0.6019 -0.1799  -0.48
32 C -2.4671 1.2241 2.1112  1.18
33 C -1.1334 0.9482 2.4730  -0.17
34 O -0.1801 0.6442 1.7130  -0.38
35 C -3.3502 1.6442 3.1376  -1.17
36 H -6.1453 1.9987 1.2860  0.49
37 H -0.8878 0.9966 3.5370  0.44
38 H -2.9813 1.7593 4.1482  0.48
39 C -0.9658 -1.5304 -3.7092  -1.05
40 Si 0.4225 -2.0506 -2.5752  0.41
41 C 1.9689 -1.0809 -3.0086  -0.98
42 C 0.7875 -3.8874 -2.6186  -0.96
43 Ge -0.2185 -1.7937 -0.2255  0.35
44 Si 0.9066 -2.7762 1.7199  0.38
45 C 0.4821 -4.5967 1.6016  -1.09
46 C 0.3297 -2.0586 3.3486  -1.09
47 C 2.7790 -2.6198 1.6361  -1.16
48 Si -2.4240 -2.8221 -0.1996  0.77
49 C -3.6260 -2.0189 -1.4127  -1.02
50 C -3.0747 -2.6047 1.5670  -0.98
51 C -2.3678 -4.6516 -0.6553  -1.30
52 H -0.5610 -1.4329 -4.7199  0.43
53 H -1.3935 -0.5661 -3.4307  0.29
54 H -1.7756 -2.2597 -3.7417  0.29
55 H 2.2176 -1.2829 -4.0550  0.52
56 H 2.8324 -1.3745 -2.4111  0.27
57 H 1.8265 -0.0040 -2.9103  0.25
58 H 1.1344 -4.1159 -3.6314  0.43
59 H -0.0769 -4.5154 -2.4071  0.25
60 H 1.5894 -4.1603 -1.9303  0.26
61 H -0.5512 -4.8030 1.8802  0.28
62 H 1.1290 -5.1172 2.3139  0.45
63 H 0.6694 -5.0245 0.6159  0.32
64 H -0.7534 -2.0816 3.4715  0.32
65 H 0.6831 -1.0360 3.4711  0.20
66 H 0.7677 -2.6607 4.1496  0.47
67 H 3.1944 -2.9474 0.6808  0.34
68 H 3.2018 -3.2687 2.4089  0.44
69 H 3.1246 -1.6084 1.8479  0.31
70 H -3.3704 -0.9918 -1.6622  -0.01
71 H -4.6314 -2.0036 -0.9834  0.47
72 H -3.6879 -2.6019 -2.3338  0.43
73 H -2.9115 -1.5908 1.9379  0.14
74 H -2.5982 -3.3043 2.2575  0.29
75 H -4.1500 -2.7961 1.6122  0.46
76 H -2.2152 -4.7807 -1.7281  0.35
77 H -3.3521 -5.0730 -0.4292  0.39
78 H -1.6317 -5.2471 -0.1212  0.32

Cartesian forces (eV/Å) of the 2 atoms listed first:
Co 0.14 0.19 -0.03
C -0.06 -0.02 0.00

4.
This record from OMol25 describes a structure of composition C24H42Cl3HgN4O3SSi in a non-equilibrium geometry. The level of theory is wB97M-V/def2-TZVPD.

Computed properties:
E_HOMO (spin up / spin down): -0.5519 / -0.5532 eV
Gap between HOMO and LUMO (spin up / spin down): 2.47 / 2.47 eV
Total charge: -1
Multiplicity: 1
Relative energy (zero: lowest compared OMol25 entry of this formula, charge and spin): 57.5 kcal/mol

Last column: Mulliken charge in e.
Geometry (Å):
1 C 2.4869 -2.8785 -2.8114  -1.50
2 C 1.9528 -1.8625 -3.7807  0.65
3 H 2.0607 -3.8732 -3.0244  0.45
4 H 2.2462 -2.6433 -1.7694  0.09
5 H 3.5872 -2.9714 -2.8787  0.20
6 C 1.8170 -2.1963 -5.0856  -0.02
7 C 2.0832 -3.5405 -5.6665  -1.47
8 H 1.5238 -1.4531 -5.8187  0.32
9 H 1.5398 -4.3474 -5.1544  0.32
10 H 3.1505 -3.8077 -5.6718  0.30
11 H 1.7561 -3.5325 -6.7140  0.38
12 Hg 3.0903 -0.4016 -0.3710  0.73
13 Cl 3.8180 1.5581 -1.3291  -0.52
14 Cl 2.5315 -2.3108 0.7962  -0.50
15 C -0.0186 3.8453 2.3601  0.13
16 O -0.4479 3.0339 3.2045  -0.64
17 N -0.7765 4.4701 1.4260  0.21
18 C -2.1745 4.1229 1.2256  -0.92
19 C -0.1783 5.4194 0.4932  -0.80
20 H 1.0493 4.1222 2.2957  0.29
21 H -2.5616 3.6526 2.1318  0.31
22 H -2.3105 3.4361 0.3733  0.21
23 H -2.7394 5.0360 1.0005  0.37
24 H 0.7531 5.7985 0.9315  0.32
25 H -0.8697 6.2540 0.3151  0.32
26 H 0.0567 4.9560 -0.4792  0.23
27 H 0.2219 -4.2040 2.4406  0.17
28 H -0.7707 -3.4169 0.0872  0.18
29 C -0.8264 -4.4474 2.6786  -0.72
30 C -1.7431 -3.7310 0.5023  -0.90
31 N -1.7505 -3.5987 1.9439  0.27
32 H -0.9992 -4.3091 3.7543  0.22
33 C -2.5665 -2.7126 2.5585  0.07
34 O -3.2782 -1.8823 1.9831  -0.64
35 H -2.5445 -3.1192 0.0787  0.27
36 H -2.5196 -2.7731 3.6655  0.29
37 H -1.0018 -5.5024 2.4234  0.32
38 H -1.8969 -4.7851 0.2286  0.38
39 O 1.1578 -0.3826 -2.0023  0.77
40 C 1.7459 -0.4141 -3.3261  -0.32
41 C -0.1008 0.1910 -4.9754  0.00
42 C 1.0759 0.5277 -4.3033  -0.17
43 H -0.5828 -0.7634 -4.7643  0.75
44 C -0.6582 1.0733 -5.9071  -0.96
45 H 2.7668 -0.0239 -3.1859  0.51
46 C 1.6819 1.7589 -4.5767  -0.34
47 H -1.6021 0.8164 -6.3948  0.36
48 C -0.0542 2.3025 -6.1861  -0.48
49 C 1.1468 2.6234 -5.5353  -0.56
50 H 2.5671 2.0433 -4.0023  0.22
51 H -0.5209 3.0205 -6.8748  0.37
52 H 1.6357 3.5798 -5.7473  0.37
53 Si -0.2497 0.3791 -1.2840  0.11
54 Cl -0.2846 -0.7428 3.3029  -0.37
55 C -1.7223 -0.3738 -2.1462  -1.21
56 C -0.0838 2.2155 -1.5714  -0.53
57 C -0.3626 -0.0960 0.4846  -0.73
58 H -1.9582 0.1579 -3.0778  0.37
59 H -2.6061 -0.3263 -1.4903  0.51
60 H -1.5103 -1.4270 -2.3741  0.28
61 H 0.3760 -0.8839 0.6845  -0.04
62 H -1.3635 -0.4825 0.7371  0.18
63 H -0.1566 0.7636 1.1370  0.36
64 H 0.0797 2.4228 -2.6348  0.16
65 H 0.7681 2.6404 -1.0230  0.25
66 H -0.9987 2.7496 -1.2749  0.13
67 C -1.2903 -1.3590 7.5301  -0.79
68 N -0.4771 -0.2217 7.1030  0.24
69 C 0.5464 0.3913 7.8068  -0.26
70 C 1.0154 1.4039 7.0272  -0.60
71 N 0.2782 1.3931 5.8530  0.17
72 C -0.6787 0.4249 5.9271  -0.34
73 S -1.7780 -0.0738 4.7412  -0.52
74 H -2.3533 -1.1312 7.3933  0.28
75 H -1.0670 -2.2542 6.9357  0.18
76 H -1.0729 -1.5471 8.5849  0.32
77 H 0.8278 0.0511 8.7911  0.36
78 H 1.7815 2.1366 7.2257  0.39
79 H 0.3310 2.0324 5.0498  0.25

Cartesian forces (eV/Å) of the 2 atoms listed first:
C -0.08 -0.15 0.40
C -0.36 0.05 -1.61

Which formula does entry 2 have?
C24H42BrF11KNNaO5P2SSi

What is the multiplicity in the third record?
2

multiplicity of number 1 (C24H42Br2N5O2)?
1